H4OS | ωB97M-V with the def2-TZVPD basis set

Properties
- SMILES: O.S
- Total charge: 0
- Spin multiplicity: 1
- E_tot: -475.80595 Eh
- Gap between HOMO and LUMO: 10.71 eV

Each line ends with the natural charge from an NBO analysis.
Atoms and positions in Å:
O (-0.59167, -0.73992, 1.85826)  -0.937
H (-0.10980, -0.54094, 2.69280)  0.472
H (-0.01513, -0.37950, 1.14696)  0.464
S (0.19977, 1.10162, -1.60756)  -0.286
H (0.15851, -0.17946, -1.19663)  0.136
H (0.35832, 0.73820, -2.89383)  0.150

C7H8N2O2S | ωB97M-V with the def2-TZVPD basis set

Properties
- SMILES: [H]/N=C/O[S@@](=N)(=O)c1ccccc1
- Total charge: 0
- Spin multiplicity: 1
- E_tot: -929.59642 Eh
- Gap between HOMO and LUMO: 10.27 eV

Each line ends with the natural charge from an NBO analysis.
Atoms and positions in Å:
H (1.50669, -3.27278, -3.08778)  0.346
N (0.89585, -2.78228, -2.52479)  -0.674
C (1.30951, -1.61437, -2.31375)  0.402
O (0.61134, -0.67828, -1.64261)  -0.697
S (-0.83519, -1.14320, -0.72391)  2.176
N (-2.08344, -0.59803, -1.37772)  -1.144
O (-0.57285, -2.43747, -0.19802)  -0.881
C (-0.38905, 0.10590, 0.56793)  -0.278
C (0.73608, -0.01772, 1.34017)  -0.181
C (1.07244, 1.08997, 2.18765)  -0.217
C (0.22740, 2.17731, 2.20824)  -0.198
C (-0.72676, 2.40030, 1.25701)  -0.202
C (-1.01394, 1.28671, 0.38883)  -0.189
H (2.06848, -1.06905, -2.79999)  0.152
H (-2.90754, -1.27023, -1.61783)  0.432
H (1.21673, -0.94613, 1.47346)  0.235
H (1.69384, 1.04611, 3.08713)  0.226
H (0.36654, 3.11588, 2.84235)  0.216
H (-1.31183, 3.28415, 1.24656)  0.218
H (-1.86429, 1.32323, -0.31291)  0.257

C7H13N2 | ωB97M-V with the def2-TZVPD basis set

Properties
- Total charge: +1
- Spin multiplicity: 1
- E_tot: -383.62030 Eh
- Gap between HOMO and LUMO (alpha / beta): 8.18 / 8.18 eV

Each line ends with the natural charge from an NBO analysis.
Atoms and positions in Å:
C (-1.49723, -0.83550, 0.01348)  0.120
C (-2.22000, -1.80332, 0.52709)  -0.452
C (1.98599, -0.60162, -0.05939)  0.657
C (-0.46897, -0.15569, -0.64650)  -0.376
C (2.02180, -2.01429, -0.21599)  -0.747
C (2.53064, 1.80437, 0.31715)  -0.444
C (-2.44502, 1.49527, -0.27784)  -0.420
N (2.53039, 0.41772, 0.17020)  -0.296
N (-1.40161, 0.61177, 0.23237)  -0.398
H (-2.98826, -1.61976, 1.25693)  0.230
H (-2.08675, -2.81921, 0.19826)  0.235
H (-0.49919, 0.08659, -1.69795)  0.219
H (1.87560, -2.26843, -1.26708)  0.286
H (1.22121, -2.48205, 0.35345)  0.285
H (2.98756, -2.40022, 0.11795)  0.282
H (1.98573, 2.27974, -0.50189)  0.239
H (3.56663, 2.14694, 0.30858)  0.251
H (2.07824, 2.08139, 1.27143)  0.241
H (-2.75969, 1.15084, -1.26330)  0.232
H (-3.30790, 1.48462, 0.38862)  0.227
H (-2.06792, 2.51610, -0.35914)  0.222
H (-1.04125, 0.92473, 1.13356)  0.409

C3H3N3O | ωB97M-V with the def2-TZVPD basis set

Properties
- Total charge: 0
- Spin multiplicity: 1
- E_tot: -355.44858 Eh
- Gap between HOMO and LUMO: 9.48 eV

Each line ends with the natural charge from an NBO analysis.
Atoms and positions in Å:
C (-1.42189, 1.30303, -0.48621)  0.390
C (-1.10721, -2.04016, 0.26192)  0.079
C (1.78252, 0.50467, 0.19855)  0.296
N (-1.20597, 2.40398, -0.25737)  -0.392
N (-1.20023, -0.93192, -0.12345)  0.046
N (-1.64172, 0.05819, -0.65980)  -0.372
O (1.80575, -0.51127, -0.41407)  -0.510
H (-0.49354, -2.88160, 0.38186)  0.248
H (1.54212, 0.58424, 1.30121)  0.094
H (1.94016, 1.51085, -0.20263)  0.119

C30H56NO11P | ωB97M-V with the def2-TZVPD basis set

Properties
- SMILES: Oc1ccccc1CNCCCP.CCOC(C)=O.CCOC(C)=O.CCOC(C)=O.CCOC(C)=O.CCOC(C)=O
- Total charge: 0
- Spin multiplicity: 1
- E_tot: -2400.22229 Eh
- Gap between HOMO and LUMO: 7.78 eV

Each line ends with the Löwdin charge.
Atoms and positions in Å:
O (7.37506, -1.17471, 3.18663)  -0.055
C (7.58277, -0.16069, 2.19810)  -0.214
C (8.12074, 1.27675, 2.48559)  0.011
C (8.30884, 2.32885, 1.33275)  -0.057
C (7.98565, 1.97623, -0.16787)  -0.064
C (7.43968, 0.52420, -0.44056)  -0.038
C (7.24000, -0.50872, 0.72013)  -0.127
C (6.63606, -1.98218, 0.43176)  -0.192
N (5.18664, -2.11765, 0.81747)  -0.090
C (4.45295, -0.81974, 0.72749)  -0.254
C (2.83092, -1.00235, 0.73049)  -0.234
C (2.25502, 0.43187, 0.20554)  -0.520
P (0.47354, 0.76378, 0.75265)  0.753
H (8.25414, -1.61176, 3.30284)  0.117
H (8.33695, 1.53757, 3.57371)  0.076
H (8.67960, 3.38536, 1.60335)  0.077
H (8.11295, 2.76258, -0.98387)  0.078
H (7.17373, 0.20064, -1.51500)  0.094
H (7.28550, -2.70834, 1.02960)  0.116
H (6.69985, -2.12641, -0.70407)  0.114
H (5.17587, -2.36427, 1.82866)  0.100
H (4.67572, -0.19303, 1.67236)  0.123
H (4.67584, -0.23440, -0.24371)  0.123
H (2.53334, -1.82566, -0.02455)  0.109
H (2.42933, -1.26613, 1.77904)  0.085
H (2.44086, 0.51660, -0.91745)  0.075
H (2.91212, 1.23309, 0.72741)  0.071
H (0.13302, 2.01917, 0.10064)  -0.121
H (0.60516, 1.16146, 2.14642)  -0.126
C (6.82092, 4.78540, 7.42377)  -0.064
C (7.83605, 3.67722, 7.22873)  -0.227
O (8.03388, 3.39950, 5.83199)  0.000
C (8.88463, 4.07313, 5.03895)  -0.503
C (9.47167, 5.36845, 5.52586)  0.012
O (9.11358, 3.67328, 3.91838)  0.072
H (7.15881, 5.72273, 6.97850)  0.068
H (6.63701, 4.95336, 8.48622)  0.082
H (5.87661, 4.52661, 6.93806)  0.087
H (8.78722, 3.88292, 7.72381)  0.114
H (7.45079, 2.75546, 7.66956)  0.122
H (8.85652, 6.19576, 5.16879)  0.100
H (10.47884, 5.46555, 5.11802)  0.094
H (9.57349, 5.42665, 6.60692)  0.069
C (4.68245, -0.81053, 6.01856)  -0.065
C (3.56013, -0.16766, 6.80938)  -0.231
O (2.68184, 0.57394, 5.94709)  -0.002
C (1.65293, 0.03427, 5.26882)  -0.524
C (1.55192, -1.46170, 5.15879)  0.012
O (0.86349, 0.74953, 4.69427)  0.076
H (4.30102, -1.52973, 5.29172)  0.067
H (5.37433, -1.32697, 6.68623)  0.081
H (5.23395, -0.05354, 5.45492)  0.083
H (3.00034, -0.88702, 7.41071)  0.112
H (3.98258, 0.55751, 7.50827)  0.119
H (2.02526, -1.78424, 4.23005)  0.083
H (0.49613, -1.73560, 5.13950)  0.096
H (1.99027, -1.99547, 5.99888)  0.068
C (-3.57947, -2.68959, -2.09696)  -0.064
C (-3.03991, -1.27447, -2.10974)  -0.218
O (-1.66136, -1.24149, -1.69694)  -0.019
C (-0.62215, -1.45275, -2.51822)  -0.528
C (-0.87344, -2.03212, -3.88284)  0.005
O (0.50922, -1.24679, -2.13368)  0.064
H (-3.04260, -3.33051, -2.80000)  0.069
H (-4.64094, -2.69721, -2.36001)  0.037
H (-3.45748, -3.13508, -1.10607)  0.090
H (-3.16885, -0.78184, -3.07599)  0.112
H (-3.58867, -0.67459, -1.38072)  0.126
H (-0.75434, -3.11560, -3.83814)  0.096
H (-0.13907, -1.61657, -4.57467)  0.089
H (-1.85080, -1.78686, -4.29168)  0.066
C (-7.87388, -0.30394, -5.32955)  -0.067
C (-7.21438, -1.66741, -5.29591)  -0.217
O (-6.57362, -1.89894, -4.02900)  -0.004
C (-7.20126, -2.37457, -2.93948)  -0.505
C (-8.70309, -2.41591, -2.91934)  0.013
O (-6.55886, -2.69542, -1.96120)  0.076
H (-8.66023, -0.21983, -4.57830)  0.062
H (-8.31150, -0.11458, -6.31086)  0.074
H (-7.14165, 0.47843, -5.11142)  0.083
H (-7.90560, -2.47731, -5.53710)  0.117
H (-6.42237, -1.70223, -6.04719)  0.122
H (-9.07933, -1.50669, -2.44838)  0.104
H (-9.01659, -3.28175, -2.33408)  0.095
H (-9.15338, -2.53305, -3.90143)  0.049
C (-12.35774, 1.01010, -8.35136)  -0.065
C (-11.69869, -0.35401, -8.31358)  -0.224
O (-11.06352, -0.58485, -7.04394)  -0.008
C (-11.69541, -1.05904, -5.95647)  -0.509
C (-13.19781, -1.09882, -5.94066)  0.012
O (-11.05851, -1.37992, -4.97658)  0.090
H (-13.14758, 1.09560, -7.60312)  0.068
H (-12.79086, 1.19878, -9.33496)  0.083
H (-11.62693, 1.79236, -8.13090)  0.086
H (-12.38895, -1.16405, -8.55704)  0.115
H (-10.90372, -0.38974, -9.06128)  0.124
H (-13.57415, -0.18884, -5.47092)  0.101
H (-13.51384, -1.96385, -5.35589)  0.095
H (-13.64526, -1.21599, -6.92472)  0.070

C28H44BFO9 | ωB97M-V with the def2-TZVPD basis set

Properties
- SMILES: CCB(O)c1cccc2c1C(=O)c1ccc(CC(=O)F)cc1C2=O.CCO.CCO.CCO.CCO.CCO
- Total charge: 0
- Spin multiplicity: 1
- E_tot: -1895.19819 Eh
- Gap between HOMO and LUMO: 9.21 eV

Each line ends with the Löwdin charge.
Atoms and positions in Å:
C (-3.63482, -3.74823, 0.22721)  -0.096
C (-5.06091, -3.19620, 0.48493)  -0.150
B (-5.91892, -2.97092, -0.82072)  -0.369
O (-6.61415, -4.09283, -1.29826)  0.092
C (-6.15985, -1.64298, -1.65253)  -0.008
C (-7.36273, -1.58610, -2.36561)  -0.022
C (-7.69578, -0.51574, -3.14641)  -0.055
C (-6.84441, 0.56283, -3.30414)  0.003
C (-5.65562, 0.52641, -2.62645)  -0.090
C (-5.32325, -0.54168, -1.80372)  -0.045
C (-3.99189, -0.42174, -1.10977)  -0.244
O (-3.75891, -0.58174, 0.06760)  0.133
C (-2.86609, 0.06818, -2.01449)  -0.088
C (-1.61123, -0.48472, -1.99832)  0.016
C (-0.68087, 0.01088, -2.88682)  -0.018
C (-1.02392, 1.03344, -3.74739)  -0.219
C (0.02583, 1.52767, -4.74850)  -0.028
C (1.25834, 2.11227, -4.06268)  -0.433
O (2.31639, 2.21633, -4.61606)  0.145
F (1.07434, 2.46752, -2.77728)  0.113
C (-2.27341, 1.60822, -3.72947)  0.045
C (-3.20958, 1.10899, -2.84581)  -0.080
C (-4.62917, 1.63411, -2.77549)  -0.257
O (-4.91109, 2.81208, -2.80557)  0.134
H (-3.26795, -4.25996, 1.12210)  0.073
H (-3.58120, -4.41414, -0.64224)  0.073
H (-2.90821, -2.94886, 0.04109)  0.049
H (-5.05444, -2.31929, 1.13901)  0.092
H (-5.58254, -3.97378, 1.06497)  0.102
H (-6.03887, -4.64330, -1.84606)  0.101
H (-8.07464, -2.40307, -2.30468)  0.119
H (-8.64072, -0.45666, -3.68036)  0.114
H (-7.09772, 1.40251, -3.94199)  0.128
H (-1.34132, -1.29239, -1.32588)  0.125
H (0.32951, -0.38333, -2.96021)  0.131
H (-0.42278, 2.21618, -5.46649)  0.132
H (0.36546, 0.63887, -5.28922)  0.135
H (-2.57552, 2.41556, -4.39169)  0.136
C (-7.55725, -8.41345, -0.93621)  -0.092
C (-7.93893, -7.09058, -1.57460)  -0.313
O (-7.01057, -6.74831, -2.60574)  -0.092
H (-6.55167, -8.35714, -0.51731)  0.076
H (-8.25512, -8.68076, -0.14117)  0.074
H (-7.55183, -9.21504, -1.67937)  0.071
H (-7.92173, -6.28954, -0.83861)  0.101
H (-8.94429, -7.14299, -2.00483)  0.111
H (-7.03342, -7.45133, -3.26129)  0.081
C (3.40966, 5.51183, -1.63593)  -0.091
C (2.89156, 6.29518, -2.82699)  -0.321
O (3.57558, 5.92156, -4.01990)  -0.084
H (4.47951, 5.68022, -1.50461)  0.078
H (2.89248, 5.80287, -0.72001)  0.079
H (3.27069, 4.43907, -1.79092)  0.053
H (3.04907, 7.36329, -2.68264)  0.110
H (1.81880, 6.11881, -2.96399)  0.106
H (3.43043, 4.97949, -4.15752)  0.066
C (4.11318, 1.74110, -0.05094)  -0.087
C (5.07720, 2.53521, 0.81217)  -0.318
O (4.38647, 3.12429, 1.91905)  -0.087
H (3.31334, 2.38450, -0.42187)  0.056
H (4.62900, 1.29367, -0.90253)  0.076
H (3.64027, 0.94446, 0.52960)  0.073
H (5.52956, 3.34142, 0.23518)  0.113
H (5.87252, 1.89947, 1.19392)  0.081
H (3.99699, 2.40879, 2.43076)  0.080
C (8.26152, 2.06811, 4.96875)  -0.096
C (8.54449, 2.16065, 3.48034)  -0.306
O (7.33739, 2.07308, 2.72371)  -0.106
H (7.75999, 1.13704, 5.20542)  0.049
H (9.18502, 2.12594, 5.54735)  0.078
H (7.59875, 2.87904, 5.28460)  0.078
H (9.18800, 1.34129, 3.16164)  0.111
H (9.04399, 3.10507, 3.23765)  0.108
H (6.76909, 2.80387, 2.99467)  0.072
C (7.33554, -0.20999, 9.55504)  -0.094
C (6.81797, 0.54306, 8.34360)  -0.311
O (7.49769, 0.13495, 7.15813)  -0.103
H (8.40624, -0.04274, 9.67795)  0.076
H (6.82295, 0.10945, 10.46387)  0.073
H (7.18939, -1.28595, 9.43230)  0.071
H (6.98375, 1.61335, 8.45972)  0.113
H (5.74426, 0.37192, 8.21384)  0.109
H (7.34513, -0.80854, 7.04507)  0.086